# 1
C20H26N2O5 | the ωB97M-V functional and the def2-TZVPD basis

XYZ file:
```
53
Properties=species:S:1:pos:R:3:nbo_charge:R:1
C -3.97 -0.08 -2.21 -0.618
C -2.45 -0.19 -2.28 -0.079
O -2.02 -0.82 -1.09 -0.536
C -0.71 -1.15 -0.95 0.314
C 0.27 -0.87 -1.89 -0.306
C 1.59 -1.26 -1.68 -0.225
C 1.97 -1.92 -0.53 -0.035
C 3.39 -2.34 -0.30 -0.421
C 4.12 -1.38 0.66 -0.222
N 4.13 -0.03 0.14 -0.610
C 3.38 0.95 0.68 0.687
O 2.78 0.82 1.73 -0.645
C 3.30 2.23 -0.13 -0.498
C 2.01 2.17 -0.96 -0.205
N 0.88 1.98 -0.08 -0.622
C -0.39 2.17 -0.50 0.639
O -0.68 2.57 -1.62 -0.646
C -1.40 1.86 0.52 0.157
C -2.75 2.10 0.53 -0.253
C -3.22 1.60 1.76 -0.326
C -2.13 1.09 2.40 0.124
O -1.03 1.25 1.67 -0.389
C 0.99 -2.19 0.42 -0.234
C -0.34 -1.84 0.23 0.255
O -1.20 -2.17 1.24 -0.517
C -2.44 -2.79 0.90 -0.054
C -3.63 -1.93 1.31 -0.631
H -4.42 -1.06 -2.13 0.208
H -4.34 0.41 -3.11 0.215
H -4.26 0.51 -1.35 0.212
H -2.00 0.80 -2.37 0.212
H -2.16 -0.80 -3.15 0.169
H 0.02 -0.33 -2.79 0.230
H 2.32 -1.05 -2.45 0.204
H 3.93 -2.37 -1.25 0.201
H 3.42 -3.34 0.14 0.221
H 5.15 -1.72 0.82 0.195
H 3.60 -1.34 1.62 0.238
H 4.54 0.11 -0.77 0.391
H 4.16 2.35 -0.79 0.215
H 3.25 3.07 0.56 0.237
H 1.86 3.10 -1.52 0.222
H 2.07 1.34 -1.68 0.196
H 1.06 1.56 0.82 0.440
H -3.30 2.59 -0.25 0.239
H -4.24 1.61 2.11 0.231
H -2.03 0.61 3.35 0.208
H 1.24 -2.70 1.34 0.221
H -2.48 -3.02 -0.16 0.182
H -2.46 -3.73 1.46 0.173
H -3.58 -1.69 2.37 0.204
H -3.62 -1.00 0.74 0.227
H -4.55 -2.46 1.10 0.206
```

Its SMILES is CCOc1ccc(CCNC(=O)CCNC(=O)c2ccco2)cc1OCC. The HOMO energy comes out at -8.06 eV. For the total energy, the calculation gives -34380.093 eV. As for the largest force on an atom: 1.3 eV Å⁻¹. As for the frontier orbital gap: 8.774 eV.


# 2
C4H13N2O | the ωB97M-V functional and the def2-TZVPD basis

XYZ file:
```
20
Properties=species:S:1:pos:R:3:nbo_charge:R:1
N 2.71 0.73 -0.52 -0.906
C 2.13 -0.18 0.49 0.121
O 1.21 0.39 1.28 -0.929
H 2.63 1.59 -0.01 0.347
H 3.71 0.56 -0.70 0.306
H 1.69 -1.04 -0.06 0.092
H 2.98 -0.58 1.07 0.037
C -0.59 0.54 -1.72 -0.672
C -1.59 0.19 -0.62 -0.460
N -0.99 -0.71 0.36 -0.733
C -1.92 -0.93 1.46 -0.869
H -1.08 0.75 -2.66 0.167
H 0.10 -0.31 -1.89 0.203
H 0.07 1.40 -1.45 0.208
H -2.49 -0.33 -0.99 0.136
H -1.98 1.16 -0.13 0.127
H -0.10 -0.25 0.73 0.418
H -1.39 -1.39 2.30 0.171
H -2.36 0.00 1.92 0.118
H -2.74 -1.58 1.12 0.117
```

As for the spin multiplicity: 2. The HOMO energy (alpha / beta) comes out at 4.64 / 0.05 eV. Its net charge is -2. For the total energy, the calculation gives -9381.420 eV. As for the largest force on an atom: 1.3 eV Å⁻¹. As for the frontier orbital gap (alpha / beta): 2.184 / 6.695 eV.


# 3
C38H36BrN10O6PSTi | the ωB97M-V functional and the def2-TZVPD basis

XYZ file:
```
94
Properties=species:S:1:pos:R:3:lowdin_spin:R:1
Ti 0.12 0.00 0.60 1.054
C -3.40 -3.21 3.56 0.016
N -2.17 -2.84 2.91 0.117
C -0.98 -3.52 2.94 0.015
C -0.10 -2.82 2.20 0.028
N -0.70 -1.70 1.67 0.102
C -1.99 -1.72 2.13 0.151
P -3.34 -0.83 1.37 0.167
C -2.84 -0.94 -0.38 0.073
N -1.57 -0.76 -0.75 0.036
C -1.46 -1.21 -2.04 0.012
C -2.67 -1.69 -2.45 0.011
N -3.54 -1.52 -1.40 0.044
C -4.93 -1.91 -1.35 0.007
C -2.66 0.87 1.63 0.040
N -1.40 1.15 1.92 0.016
C -1.37 2.49 2.23 0.003
C -2.62 3.01 2.13 0.004
N -3.44 1.97 1.74 0.005
C -4.85 2.07 1.44 0.003
H -3.17 -3.88 4.39 0.000
H -4.08 -3.71 2.86 0.007
H -3.90 -2.32 3.95 0.007
H -0.87 -4.44 3.49 0.003
H 0.92 -3.08 1.98 0.002
H -0.53 -1.17 -2.57 0.001
H -2.99 -2.13 -3.38 0.001
H -5.23 -2.25 -2.34 0.000
H -5.55 -1.06 -1.07 0.001
H -5.08 -2.72 -0.64 0.004
H -0.44 2.98 2.48 0.000
H -3.00 4.00 2.26 0.000
H -5.13 3.12 1.48 0.000
H -5.44 1.51 2.16 0.001
H -5.04 1.70 0.44 0.001
C 2.07 -0.16 4.04 0.002
C 2.56 -0.80 2.80 0.004
N 1.93 -0.79 1.64 0.005
C 2.70 -1.48 0.75 0.003
C 3.84 -1.92 1.38 0.001
N 3.72 -1.48 2.68 0.000
C 5.01 -2.71 0.95 0.000
O 5.03 -3.09 -0.31 0.000
O 5.88 -2.97 1.75 0.000
C 2.25 -1.52 -0.66 0.007
O 2.88 -2.17 -1.50 0.007
O 1.19 -0.82 -0.86 0.017
H 1.12 0.33 3.83 0.001
H 2.78 0.60 4.40 0.000
H 1.93 -0.89 4.83 0.001
H 4.42 -1.66 3.39 0.000
H 4.22 -2.77 -0.81 0.000
Br 0.84 5.03 0.44 0.000
C 2.35 4.58 1.49 0.000
C 2.95 5.58 2.24 0.000
C 4.08 5.28 2.99 0.000
C 4.61 4.00 2.97 0.000
C 4.00 3.02 2.20 0.000
C 2.86 3.29 1.46 0.000
C 2.23 2.15 0.68 0.002
O 2.76 1.75 -0.35 0.001
O 1.16 1.69 1.21 0.011
H 2.54 6.58 2.24 0.000
H 4.55 6.06 3.58 0.000
H 5.50 3.77 3.54 0.000
H 4.42 2.02 2.16 0.000
N -0.39 1.76 -0.96 0.001
S 0.20 1.55 -4.62 0.000
C 0.17 3.28 -4.24 0.000
C 1.20 3.92 -3.56 0.000
C 1.09 5.26 -3.25 0.000
C -0.05 5.98 -3.58 0.000
C -1.09 5.33 -4.25 0.000
C -0.98 4.00 -4.58 0.000
C 1.95 1.26 -4.77 0.000
C 2.64 1.72 -5.89 0.000
C 4.00 1.49 -5.99 0.000
C 4.67 0.79 -4.99 0.000
C 3.98 0.34 -3.88 0.000
C 2.62 0.58 -3.77 0.000
H 0.47 2.13 -1.36 0.000
H 2.09 3.37 -3.28 0.000
H 1.90 5.75 -2.72 0.000
H -0.14 7.02 -3.33 0.000
H -1.98 5.88 -4.52 0.000
H -1.78 3.50 -5.12 0.000
H 2.11 2.25 -6.67 0.000
H 4.54 1.84 -6.86 0.000
H 5.73 0.61 -5.07 0.000
H 4.49 -0.20 -3.09 0.000
H 2.07 0.23 -2.90 0.000
N -2.57 2.35 -1.86 0.001
C -1.45 2.01 -1.51 0.002
H -2.96 1.82 -2.63 0.000
```

As for the spin multiplicity: 3. The HOMO energy (alpha / beta) comes out at -4.53 / -8.02 eV. For the total energy, the calculation gives -180463.834 eV. As for the largest force on an atom: 1.3 eV Å⁻¹. As for the frontier orbital gap (alpha / beta): 4.833 / 8.285 eV.